Here is 2 unconnected molecules or ions with the total composition C2H4S3 from the Open Molecules 2025 dataset. Energies are from ωB97M-V with the def2-TZVPD basis set.

Output
Energy above the lowest of the compared OMol25 structures with the same formula, charge and spin ... 24.3 kcal/mol
E ... -1273.00744 Eh
<S²> ... 2.0237
Spin multiplicity ... 3

```
9
C2H4S3 (ωB97M-V with the def2-TZVPD basis set)
C 1.6654 0.1191 0.0371
C -1.0118 0.3877 0.0409
S 0.9039 -2.1930 -0.2254
S 3.3227 0.3509 -0.0664
S 0.5283 1.3219 -0.1791
H -1.2762 0.3802 1.0950
H -0.8197 -0.6277 -0.3066
H -1.7900 0.8726 -0.5411
H 3.6365 -0.9297 0.1495
```

Atomic partial charges in e from the Mulliken method, atoms 1 to 8: 0.060, -0.615, -0.251, -0.093, 0.020, 0.299, 0.118, 0.308


Here is 2 unconnected molecules or ions with the total composition C2H5B at a distorted geometry from the Open Molecules 2025 dataset. Energies are from ωB97M-V with the def2-TZVPD basis set.

Output
Energy above the lowest of the compared OMol25 structures with the same formula, charge and spin ... 67.1 kcal/mol
E ... -103.88536 Eh
Spin multiplicity ... 1

```
8
C2H5B (ωB97M-V with the def2-TZVPD basis set)
B 0.6559 -0.7634 -0.9309
C -0.5262 0.6171 0.7984
C -0.1364 -0.5288 0.2913
H 1.3036 -1.3664 -1.5707
H 0.4363 0.9446 -1.6590
H -1.0277 0.9026 1.8139
H -0.3076 1.6359 0.2807
H -0.3980 -1.4416 0.9764
```

Now the Mulliken charges, all in e: -0.104, -0.558, 0.194, -0.007, -0.139, 0.219, 0.190, 0.204


Here is a single C2H5BO molecule at a distorted geometry from the Open Molecules 2025 dataset. Energies are from ωB97M-V with the def2-TZVPD basis set.

Output
Energy above the lowest of the compared OMol25 structures with the same formula, charge and spin ... 77.0 kcal/mol
E ... -179.21171 Eh
Spin multiplicity ... 1

```
9
C2H5BO (ωB97M-V with the def2-TZVPD basis set)
B 1.3459 0.3703 -0.3002
C 0.0672 -0.4833 0.0158
C -1.2945 0.1681 0.4816
O -2.2615 0.3586 -0.2736
H 2.4350 -0.2008 -0.2519
H 1.0280 1.4080 -0.8555
H -0.2455 -0.8969 -0.9634
H 0.2326 -1.5323 0.6815
H -1.3072 0.8083 1.4656
```

Atomic partial charges in e from the Mulliken method, atoms 1 to 8: 0.093, -0.484, 0.129, -0.464, -0.034, -0.032, 0.253, 0.271


Here is 3 unconnected molecules or ions with the total composition C2H5BO at a distorted geometry from the Open Molecules 2025 dataset. Energies are from ωB97M-V with the def2-TZVPD basis set.

Output
Energy above the lowest of the compared OMol25 structures with the same formula, charge and spin ... 89.5 kcal/mol
E ... -179.00401 Eh
<S²> ... 2.0036
Spin multiplicity ... 3

```
9
C2H5BO (ωB97M-V with the def2-TZVPD basis set)
B 1.0478 -1.4605 0.8643
C 1.9051 1.5441 0.2267
C 2.9250 0.9018 0.0548
O 1.4486 -1.9517 -0.1447
H -6.2182 0.0924 -1.3852
H 0.6328 -1.1912 1.7796
H 1.3328 2.3806 0.5238
H -6.6131 -0.3446 -1.8765
H 3.5392 0.0290 -0.0428
```

Atomic partial charges in e from the Mulliken method, atoms 1 to 8: 0.372, -0.593, -0.172, -0.357, -0.002, -0.026, 0.354, 0.002


Here is 2 unconnected molecules or ions with the total composition C2H5BO3 at a distorted geometry from the Open Molecules 2025 dataset. Energies are from ωB97M-V with the def2-TZVPD basis set.

Output
Energy above the lowest of the compared OMol25 structures with the same formula, charge and spin ... 54.6 kcal/mol
E ... -329.82686 Eh
Spin multiplicity ... 1

```
11
C2H5BO3 (ωB97M-V with the def2-TZVPD basis set)
C 0.9400 -0.5231 0.3863
C -0.1008 0.2625 -0.3720
O -0.5347 1.3442 -0.0716
H 0.5169 -1.4352 0.5193
H 1.9245 -0.3191 -0.0403
H 1.1719 0.0071 1.4165
H -0.4605 -0.0212 -1.4498
O -4.3827 -0.2272 0.5953
B -3.9058 0.7670 0.1254
O -3.2991 1.7779 -0.4412
H -2.3964 2.0347 -0.2663
```

Atomic partial charges in e from the Mulliken method, atoms 1 to 8: -0.976, 0.239, -0.535, 0.344, 0.316, 0.263, 0.318, -0.496


Here is 2 unconnected molecules or ions with the total composition C2H5Br at a distorted geometry from the Open Molecules 2025 dataset. Energies are from ωB97M-V with the def2-TZVPD basis set.

Output
Energy above the lowest of the compared OMol25 structures with the same formula, charge and spin ... 98.1 kcal/mol
E ... -2653.03897 Eh
Spin multiplicity ... 1

```
8
C2H5Br (ωB97M-V with the def2-TZVPD basis set)
C -0.0230 -0.2326 0.1638
C -2.4038 0.9978 -1.1649
Br -3.1929 -0.0738 0.1100
H -0.7395 0.4359 -0.4618
H -0.4833 -0.8520 0.9927
H 0.3566 0.5223 0.7583
H -2.7959 0.6962 -2.1909
H 0.7412 -0.7065 -0.4088
```

Now the Mulliken charges, all in e: -0.770, -0.339, 0.052, 0.052, 0.252, 0.335, 0.166, 0.252


Here is 2 unconnected molecules or ions with the total composition C2H5BrCl2Si at a distorted geometry from the Open Molecules 2025 dataset. Energies are from ωB97M-V with the def2-TZVPD basis set.

Output
Energy above the lowest of the compared OMol25 structures with the same formula, charge and spin ... 13.1 kcal/mol
E ... -3863.01812 Eh
<S²> ... 2.0056
Spin multiplicity ... 3

```
11
C2H5BrCl2Si (ωB97M-V with the def2-TZVPD basis set)
C -0.8265 0.5027 2.0816
C 0.4329 0.2268 1.2290
Si 0.4760 0.0025 -0.5278
Cl 0.6475 -1.2268 -4.8015
Cl 1.9605 -0.1348 -1.8919
Br -1.4336 -0.3669 -1.3551
H -0.9463 -0.2183 2.8650
H -0.7171 1.4872 2.5939
H -1.7220 0.4133 1.5445
H 1.3144 0.3219 1.7738
H 0.8141 -1.0074 -3.5115
```

Atomic partial charges in e from the Mulliken method, atoms 1 to 8: -0.911, -0.441, 0.430, -0.228, -0.230, -0.169, 0.312, 0.260


Here is a molecular structure, C2H5BrClN at a distorted geometry from the Open Molecules 2025 dataset. Energies are from ωB97M-V with the def2-TZVPD basis set.

Output
Energy above the lowest of the compared OMol25 structures with the same formula, charge and spin ... 95.3 kcal/mol
E ... -3168.02371 Eh
Spin multiplicity ... 1

```
10
C2H5BrClN (ωB97M-V with the def2-TZVPD basis set)
C 0.8797 0.0647 0.4687
C -2.1527 -0.1938 -0.2262
N 1.6358 0.2618 -0.6980
Cl -2.8086 1.2034 -0.9135
Br -3.3359 -0.9679 1.0352
H -0.0411 0.5846 0.4971
H 0.5503 -0.9571 0.7924
H 1.6266 0.3131 1.2690
H 2.5099 -0.1329 -0.7084
H 1.1359 -0.1760 -1.5163
```

Atomic partial charges in e from the Mulliken method, atoms 1 to 8: -0.531, -0.008, -0.527, -0.001, -0.038, 0.130, 0.257, 0.302


Here is a single C2H5BrClN molecule at a distorted geometry from the Open Molecules 2025 dataset. Energies are from ωB97M-V with the def2-TZVPD basis set.

Output
Energy above the lowest of the compared OMol25 structures with the same formula, charge and spin ... 44.8 kcal/mol
E ... -3168.10414 Eh
Spin multiplicity ... 1

```
10
C2H5BrClN (ωB97M-V with the def2-TZVPD basis set)
C 0.0406 -0.4281 1.3444
N -0.4512 -0.4583 -0.0297
C 0.0563 0.7462 -1.1027
Cl -1.5568 1.2184 -1.9277
Br 1.3103 -0.0280 -2.2944
H 0.2410 0.6254 1.6494
H -0.6428 -0.9288 1.9598
H 1.0510 -0.9143 1.5518
H -0.5089 -1.3608 -0.5918
H 0.4605 1.5284 -0.5591
```

Atomic partial charges in e from the Mulliken method, atoms 1 to 8: -0.700, -0.352, -0.118, -0.153, -0.071, 0.257, 0.278, 0.250


Here is a single C2H5BrO molecule at a distorted geometry from the Open Molecules 2025 dataset. Energies are from ωB97M-V with the def2-TZVPD basis set.

Output
Energy above the lowest of the compared OMol25 structures with the same formula, charge and spin ... 25.1 kcal/mol
E ... -2728.40605 Eh
Spin multiplicity ... 1

```
9
C2H5BrO (ωB97M-V with the def2-TZVPD basis set)
O 1.4621 0.8063 -0.3613
C 0.4707 -0.4465 -0.3828
C -1.0511 -0.0264 0.1164
Br -1.1831 0.3271 2.0323
H 1.6037 0.8989 0.6098
H 0.5774 -0.6104 -1.4626
H 1.1227 -1.0771 0.1451
H -1.7681 -0.7399 -0.3110
H -1.2344 0.8679 -0.3859
```

Atomic partial charges in e from the Mulliken method, atoms 1 to 8: -0.529, -0.546, -0.426, -0.156, 0.311, 0.249, 0.406, 0.370